Record 1
C27H23FeN5O5S | ωB97M-V/def2-TZVPD

Properties
**Calculated total energy**: -3354.73216 hartree
**E_LUMO (spin up / spin down)**: 2.7 / 2.7 eV
**HOMO-LUMO gap (spin up / spin down)**: 7.217 / 7.238 eV
**E_HOMO (spin up / spin down)**: -4.544 / -4.565 eV
**Net charge**: -1
**Multiplicity**: 2

The geometry in XYZ format:
```
62
Properties=species:S:1:pos:R:3:forces:R:3
Fe 0.6549 1.6869 1.5207 -0.3 -0.1 -0.1
C 4.5889 2.5422 2.4447 0.0 0.0 0.0
C 3.2303 1.8934 2.5289 0.1 0.0 0.0
O 2.4681 2.1656 1.5274 0.0 -0.1 0.2
C 2.9429 1.0658 3.5893 0.0 0.0 0.0
C 1.7394 0.3176 3.7646 0.0 0.0 -0.1
C 1.6177 -0.6390 4.9144 0.0 0.0 0.0
N 0.7489 0.4468 2.9420 0.1 0.2 0.0
N -0.4137 -0.2847 3.1610 0.0 0.0 0.1
C -1.3158 0.1011 2.3103 0.0 0.0 0.0
O -1.1300 1.0013 1.4018 0.0 0.0 0.0
C -2.6637 -0.5266 2.3696 0.0 0.0 0.0
C -3.6401 -0.1196 1.4671 0.0 0.1 0.0
C -4.9019 -0.6968 1.4900 0.0 0.0 0.0
C -5.1990 -1.6831 2.4193 0.0 0.0 0.0
C -4.2284 -2.0845 3.3300 0.0 0.0 0.0
C -2.9681 -1.5107 3.3071 0.0 0.0 0.0
H 5.1517 2.0838 1.6287 0.0 0.0 0.0
H 4.4700 3.5998 2.2084 0.0 0.0 0.0
H 5.1518 2.4338 3.3700 0.0 0.0 0.0
H 3.7118 0.9347 4.3373 0.0 0.0 0.0
H 2.5327 -0.6501 5.5034 0.0 0.0 0.0
H 0.7756 -0.3539 5.5460 0.0 0.0 0.0
H 1.4068 -1.6419 4.5432 0.0 0.0 0.0
H -3.3959 0.6686 0.7662 0.0 0.0 0.0
H -5.6588 -0.3691 0.7871 0.0 0.0 0.0
H -6.1838 -2.1337 2.4400 0.0 0.0 0.0
H -4.4573 -2.8490 4.0626 0.0 0.0 0.0
H -2.2014 -1.8139 4.0067 0.0 0.0 0.0
O -2.1373 3.8422 3.4821 0.0 0.0 0.0
S -0.6752 3.8646 3.5671 -0.2 0.0 -0.1
N 0.1834 3.0412 2.7141 0.3 0.0 0.3
O 0.4585 2.7345 -0.2514 0.0 0.0 -0.1
C 0.6723 1.6727 -0.8575 0.0 -0.2 0.0
N 0.5948 1.4530 -2.2094 -0.1 0.0 0.0
C 0.5927 0.0022 -2.4152 0.0 0.0 0.0
C 0.9806 -0.5064 -0.9765 -0.1 -0.1 0.0
O 1.1799 -1.6717 -0.7242 0.0 0.0 0.0
N 0.9900 0.5645 -0.1490 0.1 0.2 -0.2
C 1.6300 -0.4575 -3.4178 0.0 0.0 0.0
C 2.4898 0.4350 -4.0430 0.0 0.0 0.0
C 3.4459 -0.0208 -4.9437 0.0 0.0 0.0
C 3.5550 -1.3734 -5.2209 0.0 0.0 0.0
C 2.7042 -2.2722 -4.5881 0.0 0.0 0.0
C 1.7491 -1.8195 -3.6941 0.0 0.0 0.0
C -0.8221 -0.4699 -2.7494 0.0 0.0 0.0
C -1.7602 -0.6421 -1.7309 0.1 0.0 0.0
C -3.0640 -0.9994 -2.0347 0.0 0.0 0.0
C -3.4522 -1.1805 -3.3559 0.0 0.0 0.0
C -2.5285 -0.9981 -4.3729 0.0 0.0 0.0
C -1.2196 -0.6457 -4.0703 0.0 0.0 0.0
H -0.0680 2.0201 -2.7168 0.0 0.0 0.0
H 2.4155 1.4893 -3.8137 0.0 0.0 0.0
H 4.1091 0.6880 -5.4240 0.0 0.0 0.0
H 4.3009 -1.7290 -5.9208 0.0 0.0 0.0
H 2.7889 -3.3330 -4.7890 0.0 0.0 0.0
H 1.0960 -2.5187 -3.1895 0.0 0.0 0.0
H -1.4749 -0.4924 -0.6951 0.0 0.0 0.0
H -3.7760 -1.1450 -1.2320 0.0 0.0 0.0
H -4.4709 -1.4640 -3.5900 0.0 0.0 0.0
H -2.8221 -1.1347 -5.4065 0.0 0.0 0.0
H -0.4991 -0.5184 -4.8688 0.0 0.0 0.0
```
Forces are in eV/Å.

For reference, the Löwdin charges in units of e are: number 1, Fe, carries 0.629; number 2, C, carries -0.028; number 3, C, carries -0.438; number 4, O, carries -0.111; number 5, C, carries -0.025; number 6, C, carries -0.309; number 7, C, carries -0.036; number 8, N, carries -0.051; number 9, N, carries 0.117; number 10, C, carries -0.430; number 11, O, carries -0.114; number 12, C, carries -0.128; number 13, C, carries -0.035; number 14, C, carries -0.097; number 15, C, carries -0.106; number 16, C, carries -0.095; number 17, C, carries -0.029; number 18, H, carries 0.082; number 19, H, carries 0.081; number 20, H, carries 0.069; number 21, H, carries 0.088; number 22, H, carries 0.067; number 23, H, carries 0.079; number 24, H, carries 0.079; number 25, H, carries 0.117; number 26, H, carries 0.098; number 27, H, carries 0.092; number 28, H, carries 0.094; number 29, H, carries 0.105; number 30, O, carries -0.586; number 31, S, carries 0.715; number 32, N, carries -0.408; number 33, O, carries 0.036; number 34, C, carries -0.531; number 35, N, carries 0.172; number 36, C, carries -0.259; number 37, C, carries -0.417; number 38, O, carries 0.093; number 39, N, carries 0.134; number 40, C, carries -0.161; number 41, C, carries -0.026; number 42, C, carries -0.092; number 43, C, carries -0.106; number 44, C, carries -0.080; number 45, C, carries -0.030; number 46, C, carries -0.133; number 47, C, carries 0.008; number 48, C, carries -0.062; number 49, C, carries -0.095; number 50, C, carries -0.089; number 51, C, carries -0.032; number 52, H, carries 0.159; number 53, H, carries 0.106; number 54, H, carries 0.096; number 55, H, carries 0.093; number 56, H, carries 0.099; number 57, H, carries 0.122; number 58, H, carries 0.110; number 59, H, carries 0.090; number 60, H, carries 0.096; number 61, H, carries 0.097; number 62, H, carries 0.115

Record 2
C4H8O3 | ωB97M-V/def2-TZVPD

Properties
**Calculated total energy**: -382.91911 hartree
**E_LUMO**: 0.8 eV
**Relative energy (zero: lowest compared OMol25 entry of this formula, charge and spin)**: 1.244 eV
**HOMO-LUMO gap**: 11.371 eV
**E_HOMO**: -10.540 eV
**SMILES**: CCOC(=O)CO

The geometry in XYZ format:
```
15
Properties=species:S:1:pos:R:3:forces:R:3
C -2.3130 0.2294 0.2258 -0.1 0.0 0.0
C -1.2152 -0.5920 -0.4010 -0.1 -0.5 0.3
O -0.1709 0.2688 -0.8759 0.4 -0.1 0.0
C 1.0565 -0.2380 -0.5930 0.3 0.0 -0.3
O 1.4495 -1.3371 -0.8958 -0.4 0.5 0.2
C 1.8584 0.7322 0.2354 -0.1 0.2 0.2
O 2.9014 0.1074 0.9155 0.4 -0.1 0.1
H -1.8971 0.9243 0.9595 0.0 -0.1 -0.1
H -2.8979 0.7945 -0.5027 0.1 0.0 0.0
H -2.9809 -0.4550 0.7540 -0.1 0.1 -0.1
H -1.5683 -1.2378 -1.2065 0.0 0.1 0.0
H -0.7635 -1.2338 0.3658 -0.2 -0.1 -0.1
H 2.2124 1.5753 -0.3740 -0.1 -0.1 -0.1
H 1.1617 1.1410 0.9716 0.1 0.1 0.0
H 3.1670 -0.6792 0.4213 -0.1 0.0 -0.1
```
Forces are in eV/Å.

For reference, the Löwdin charges in units of e are: number 1, C, carries -0.066; number 2, C, carries -0.231; number 3, O, carries -0.023; number 4, C, carries -0.466; number 5, O, carries 0.139; number 6, C, carries -0.173; number 7, O, carries -0.034; number 8, H, carries 0.080; number 9, H, carries 0.079; number 10, H, carries 0.081; number 11, H, carries 0.126; number 12, H, carries 0.127; number 13, H, carries 0.138; number 14, H, carries 0.133; number 15, H, carries 0.090

Record 3
C16H12N4O3 | ωB97M-V/def2-TZVPD

Properties
**Calculated total energy**: -1061.68824 hartree
**E_LUMO**: -0.2 eV
**Relative energy (zero: lowest compared OMol25 entry of this formula, charge and spin)**: 0.000 eV
**HOMO-LUMO gap**: 7.759 eV
**E_HOMO**: -7.924 eV
**SMILES**: O=C(Nc1ccc(NC(=O)c2ccco2)cc1)c1cnccn1

The geometry in XYZ format:
```
35
Properties=species:S:1:pos:R:3:forces:R:3
O -3.2497 -2.0453 -0.0016 -0.1 -0.1 0.0
C -3.4913 -0.8553 -0.0026 0.3 0.2 0.0
N -2.5889 0.1558 -0.0067 -0.4 0.3 0.0
C -1.1966 0.1016 -0.0079 0.5 -0.2 0.0
C -0.4963 1.3078 -0.0093 -0.1 -0.2 0.0
C 0.8815 1.3138 -0.0090 0.1 -0.2 0.0
C 1.5947 0.1146 -0.0073 -0.5 -0.2 0.0
C 0.8952 -1.0898 -0.0070 0.2 0.1 0.0
C -0.4853 -1.0959 -0.0072 -0.2 0.1 0.0
H -1.0206 -2.0305 -0.0066 0.0 0.0 0.0
H 1.4399 -2.0187 -0.0062 0.0 0.0 0.0
N 2.9874 0.1858 -0.0055 0.4 0.4 0.0
C 3.9007 -0.8297 -0.0026 -0.2 0.4 0.0
O 3.6409 -2.0157 -0.0034 0.1 0.0 0.0
C 5.2895 -0.3389 0.0021 0.9 -1.0 0.0
C 6.4615 -1.0506 0.0072 -0.9 0.3 0.0
C 7.5024 -0.0977 0.0111 -0.1 0.6 0.0
C 6.8944 1.1213 0.0082 0.8 -0.3 0.0
O 5.5602 0.9918 0.0028 -0.5 0.1 0.0
H 7.2886 2.1186 0.0095 -0.1 0.2 0.0
H 8.5551 -0.2910 0.0157 0.2 0.0 0.0
H 6.5462 -2.1172 0.0078 -0.1 -0.2 0.0
H 3.3679 1.1233 -0.0049 0.0 -0.2 0.0
H 1.4140 2.2547 -0.0098 0.0 0.1 0.0
H -1.0391 2.2424 -0.0103 0.0 0.1 0.0
H -3.0071 1.0816 -0.0068 0.0 -0.2 0.0
C -4.8975 -0.3341 0.0010 -0.6 0.1 0.0
N -5.0810 0.9864 0.0002 0.1 -0.2 0.0
C -6.3280 1.4252 0.0040 -0.2 0.0 0.0
C -7.4055 0.5462 0.0085 0.1 0.1 0.0
N -7.2294 -0.7663 0.0093 -0.3 -0.1 0.0
C -5.9842 -1.2090 0.0057 0.5 0.0 0.0
H -5.8321 -2.2787 0.0065 0.1 0.0 0.0
H -8.4287 0.8946 0.0115 0.0 0.1 0.0
H -6.4589 2.4987 0.0034 -0.1 0.0 0.0
```
Forces are in eV/Å.

For reference, the Löwdin charges in units of e are: number 1, O, carries 0.079; number 2, C, carries -0.415; number 3, N, carries 0.130; number 4, C, carries -0.220; number 5, C, carries -0.024; number 6, C, carries -0.025; number 7, C, carries -0.220; number 8, C, carries 0.008; number 9, C, carries 0.008; number 10, H, carries 0.103; number 11, H, carries 0.103; number 12, N, carries 0.140; number 13, C, carries -0.402; number 14, O, carries 0.087; number 15, C, carries -0.184; number 16, C, carries 0.013; number 17, C, carries -0.048; number 18, C, carries -0.106; number 19, O, carries 0.040; number 20, H, carries 0.123; number 21, H, carries 0.104; number 22, H, carries 0.120; number 23, H, carries 0.139; number 24, H, carries 0.111; number 25, H, carries 0.112; number 26, H, carries 0.123; number 27, C, carries -0.163; number 28, N, carries 0.115; number 29, C, carries -0.104; number 30, C, carries -0.115; number 31, N, carries 0.086; number 32, C, carries -0.052; number 33, H, carries 0.122; number 34, H, carries 0.105; number 35, H, carries 0.107

Record 4
C5H6O | ωB97M-V/def2-TZVPD

Properties
**Calculated total energy**: -269.16886 hartree
**E_LUMO (spin up / spin down)**: -0.9 / -0.9 eV
**Relative energy (zero: lowest compared OMol25 entry of this formula, charge and spin)**: 4.827 eV
**HOMO-LUMO gap (spin up / spin down)**: 7.900 / 7.959 eV
**E_HOMO (spin up / spin down)**: -8.769 / -8.872 eV

The geometry in XYZ format:
```
12
Properties=species:S:1:pos:R:3:forces:R:3
O -1.8688 -1.2453 -0.4344 0.2 0.3 0.6
C -1.5655 -0.5992 0.5421 0.0 -0.2 -0.2
C -0.4334 0.4012 0.5452 -0.2 0.2 0.0
C 0.0803 0.7375 -0.8045 0.0 0.1 -0.1
C 0.9394 -0.1638 0.0520 0.2 -0.3 0.0
C 2.2564 0.2624 0.5097 -0.8 0.2 0.7
H -2.1481 -0.7050 1.4776 0.1 0.1 0.0
H 0.7700 -1.2324 0.0015 0.1 -0.2 -0.5
H -0.4338 1.1106 1.3654 0.1 0.0 -0.2
H -0.4401 0.2789 -1.6389 0.0 0.1 0.2
H 0.4366 1.7542 -0.9456 0.2 -0.3 0.0
H 2.6452 -0.5485 1.1639 0.0 0.0 -0.4
```
Forces are in eV/Å.

For reference, the Löwdin charges in units of e are: number 1, O, carries 0.058; number 2, C, carries -0.219; number 3, C, carries -0.179; number 4, C, carries -0.091; number 5, C, carries -0.348; number 6, C, carries 0.167; number 7, H, carries 0.126; number 8, H, carries 0.124; number 9, H, carries 0.135; number 10, H, carries 0.111; number 11, H, carries 0.117; number 12, H, carries 0.001